1.
Computed, not measured: a cluster of 3 separate species, C5H6IO3 in total at a distorted geometry, with ωB97M-V/def2-TZVPD.

Output
HOMO level = -2.961 eV
energy above the lowest of the compared OMol25 structures with the same formula, charge and spin = 57.73 kcal per mole
frontier orbital gap = 0.2235 Eh
LUMO = 3.120 eV
charge = -1
electronic energy = -19522.8900 eV

Last column: Löwdin charge in e.
Element x y z (Å)
I 2.94 -0.66 0.14  0.392
O -3.54 -2.20 -0.49  0.139
H 1.15 -0.35 -2.39  0.026
O -3.99 -0.02 0.07  0.147
H -1.02 -2.79 0.70  0.077
H 0.02 -2.68 -0.73  0.080
C 0.86 0.54 -1.80  -0.427
C -3.57 -1.05 -0.27  -0.556
C -0.71 -0.90 -0.22  -0.273
H 0.71 -2.06 0.78  -0.041
C -0.19 -2.24 0.22  -0.097
H 1.44 1.35 -2.37  0.060
C 1.06 0.50 -0.27  -0.556
O -1.76 -0.51 -0.65  0.003
H -0.19 0.73 -2.02  0.026

---

2.
Computed, not measured: a structure of composition C5H6InLi2O4 at a distorted geometry, with ωB97M-V/def2-TZVPD.

Output
HOMO level = -21.722 eV
frontier orbital gap = 0.2399 Eh
LUMO = -15.194 eV
charge = +3
electronic energy = -19025.6717 eV

Last column: Löwdin charge in e.
Element x y z (Å)
C -3.73 0.75 0.84  0.150
H -3.62 -0.04 1.58  0.103
H 5.18 0.14 0.78  0.142
C -2.91 0.87 -0.21  -0.041
H 3.68 1.07 1.03  0.105
Li -0.15 -2.09 -0.70  0.794
O -1.92 -1.30 -0.16  -0.106
C 4.24 0.44 0.32  0.005
O 3.52 -0.76 0.04  0.037
H 4.44 0.99 -0.61  0.120
In 0.98 1.01 -0.80  1.635
C -1.79 -0.08 -0.44  -0.572
O 1.64 -1.74 -0.38  0.020
H -2.91 1.75 -0.84  0.143
O -0.75 0.33 -1.03  -0.119
C 2.24 -0.66 -0.32  -0.424
Li -3.58 -2.15 -0.10  0.887
H -4.54 1.47 1.00  0.120

---

3.
Computed, not measured: a structure of composition C5H6KLiO4 at a distorted geometry, with ωB97M-V/def2-TZVPD.

Output
HOMO level (alpha / beta) = -10.941 / -12.210 eV
energy above the lowest of the compared OMol25 structures with the same formula, charge and spin = 22.69 kcal per mole
frontier orbital gap (alpha / beta) = 0.2607 / 0.2932 Eh
LUMO (alpha / beta) = -3.848 / -4.233 eV
multiplicity = 2
charge = +1
electronic energy = -29995.6570 eV

Last column: Löwdin charge in e.
Element x y z (Å)
H -1.34 1.00 1.41  0.102
H 0.73 -0.36 2.40  0.084
H -0.39 2.02 -0.54  0.132
O 0.28 0.30 -3.76  0.001
O -0.41 0.24 -1.66  0.056
H 0.55 -1.62 1.14  0.082
H -1.19 -2.78 2.36  0.126
C -0.98 0.28 0.67  -0.049
O 1.55 1.21 -2.20  -0.181
C -0.79 -1.83 2.79  -0.314
C -0.43 0.93 -0.46  -0.176
Li 2.14 1.49 -0.49  0.812
C 0.51 0.57 -2.58  -0.772
C 0.01 -1.00 1.88  -0.033
O -1.04 -1.52 3.94  0.052
K 2.62 1.43 -5.30  0.963
H -1.83 -0.36 0.40  0.114

---

4.
Computed, not measured: a structure of composition C5H6KNO3 at a distorted geometry, with ωB97M-V/def2-TZVPD.

Output
HOMO level = -8.076 eV
energy above the lowest of the compared OMol25 structures with the same formula, charge and spin = 0.00 kcal per mole
frontier orbital gap = 0.2838 Eh
LUMO = -0.354 eV
charge = 0
electronic energy = -29241.3060 eV

Last column: Löwdin charge in e.
Element x y z (Å)
H -0.12 2.26 0.36  0.096
H 2.30 2.15 1.59  0.097
C -3.26 -2.36 0.92  -0.856
H 2.57 0.38 -2.20  0.152
C 2.92 1.15 -0.28  -0.125
O -4.30 -3.25 0.92  0.062
N 2.23 0.91 -1.43  0.016
C 0.92 1.32 -1.28  -0.136
O -2.51 -2.36 -0.09  -0.136
C 2.07 1.75 0.61  -0.112
H 3.96 0.89 -0.21  0.114
H 0.24 1.26 -2.11  0.120
C 0.80 1.84 -0.02  -0.187
K -0.53 -0.60 1.21  0.911
O -3.15 -1.60 1.91  -0.110
H -4.16 -3.74 0.10  0.094

---

5.
Computed, not measured: a structure of composition C5H6LiNaO4 at a distorted geometry, with ωB97M-V/def2-TZVPD.

Output
HOMO level = -6.902 eV
frontier orbital gap = 0.2128 Eh
LUMO = -1.110 eV
charge = 0
electronic energy = -18091.8923 eV

Last column: Löwdin charge in e.
Element x y z (Å)
O 1.96 0.60 -3.36  -0.298
O 2.08 1.66 1.66  -0.073
Li 0.45 1.56 -3.56  0.745
H -1.62 -1.11 -1.07  0.111
C 0.20 -0.16 -1.88  -0.290
C 1.04 1.01 1.40  -0.804
O 0.31 1.46 0.36  -0.008
C -0.59 -0.79 -0.85  -0.145
H -1.46 1.38 -0.61  0.115
H 0.09 -0.78 -2.95  0.147
C -0.79 0.68 -0.10  -0.187
H -1.40 0.43 0.78  0.102
H 0.03 -1.54 -0.34  0.113
Na 2.60 0.45 3.84  0.814
C 1.51 -0.04 -2.30  -0.401
O 0.68 0.00 2.04  -0.061
H 2.26 -0.17 -1.50  0.119

---

6.
Computed, not measured: a structure of composition C5H6LiO2Yb at a distorted geometry, with ωB97M-V/def2-TZVPD.

Output
HOMO level (alpha / beta) = -17.733 / -20.722 eV
frontier orbital gap (alpha / beta) = 0.2091 / 0.2721 Eh
LUMO (alpha / beta) = -12.045 / -13.316 eV
multiplicity = 3
charge = +3
electronic energy = -41077.2793 eV

Last column: Löwdin charge in e.
Element x y z (Å)
C -3.15 1.03 -1.42  -0.208
H 0.05 -0.63 -1.78  0.152
H -1.29 -0.81 1.69  0.130
C -1.18 0.11 -0.21  -0.069
H -2.61 0.48 1.41  0.125
H -3.46 1.72 -0.60  0.154
Li -3.50 2.99 -3.53  0.902
C -2.68 -0.32 -0.97  -0.048
Yb 3.45 -0.23 0.02  1.847
H -2.84 -0.84 -1.94  0.150
C -1.84 -0.17 1.00  0.120
H -2.95 -1.30 -0.57  0.168
C 0.03 -0.22 -0.76  -0.158
O -3.19 1.44 -2.57  -0.027
O 1.16 0.26 -0.27  -0.237

---

7.
Computed, not measured: a structure of composition C5H6N at a distorted geometry, with ωB97M-V/def2-TZVPD.

Output
HOMO level = -14.168 eV
energy above the lowest of the compared OMol25 structures with the same formula, charge and spin = 135.02 kcal per mole
frontier orbital gap = 0.3691 Eh
LUMO = -4.124 eV
charge = +1
electronic energy = -6759.3225 eV

Last column: Löwdin charge in e.
Element x y z (Å)
C -0.68 -0.94 -0.67  -0.029
C -0.75 -0.52 0.87  0.093
H -0.80 1.87 0.65  0.138
H -0.62 -1.88 -1.16  0.145
H -2.80 -0.09 0.02  0.166
C -1.75 -0.03 -0.23  -0.093
H 1.89 1.03 0.70  0.216
C 0.26 0.11 -0.27  -0.268
N 1.77 0.17 0.06  0.276
C -0.79 0.98 0.11  -0.019
H 1.77 -0.70 0.61  0.167
H 2.49 -0.02 -0.70  0.208

---

8.
Computed, not measured: the ion C5H6N with charge +1 at a distorted geometry, with ωB97M-V/def2-TZVPD.

Output
HOMO level = -15.863 eV
energy above the lowest of the compared OMol25 structures with the same formula, charge and spin = 180.85 kcal per mole
frontier orbital gap = 0.3691 Eh
LUMO = -5.820 eV
charge = +1
electronic energy = -6757.3351 eV

Last column: Löwdin charge in e.
Element x y z (Å)
C 1.02 0.26 0.98  0.078
H 1.25 -1.91 0.46  0.146
C 1.19 -0.95 0.10  0.073
H -1.66 -0.03 0.91  0.093
C -1.20 0.63 0.22  0.039
H -0.96 1.55 0.85  0.137
H 3.24 0.08 -0.23  0.169
N 1.28 1.09 -0.10  0.152
C 0.14 0.13 -0.32  -0.234
H 0.14 0.28 -1.36  0.192
H -1.88 0.77 -0.56  0.087
C 2.19 0.00 -0.19  0.068

---

9.
Computed, not measured: the ion C5H6N with charge +1 at a distorted geometry, with ωB97M-V/def2-TZVPD.

Output
HOMO level (alpha / beta) = -15.051 / -15.052 eV
energy above the lowest of the compared OMol25 structures with the same formula, charge and spin = 166.58 kcal per mole
frontier orbital gap (alpha / beta) = 0.2866 / 0.2866 Eh
LUMO (alpha / beta) = -7.253 / -7.253 eV
charge = +1
electronic energy = -6757.9540 eV

Last column: Löwdin charge in e.
Element x y z (Å)
C 1.14 0.40 0.39  -0.004
H 1.54 -0.49 -0.13  0.129
H 1.34 0.35 1.43  0.104
H -3.04 -0.94 -0.07  0.097
C -2.21 -1.40 -0.47  0.032
H -0.79 0.95 0.68  0.154
N -0.26 0.34 0.13  0.045
C -0.88 -0.58 -0.65  0.113
C -2.41 -3.29 -1.97  0.246
H -0.29 -1.23 -1.38  0.163
H 1.47 1.43 0.32  0.114
C -2.13 -2.62 -0.97  -0.194

---

10.
Computed, not measured: the ion C5H6N with charge +1 at a distorted geometry, with ωB97M-V/def2-TZVPD.

Output
HOMO level = -16.387 eV
energy above the lowest of the compared OMol25 structures with the same formula, charge and spin = 98.06 kcal per mole
frontier orbital gap = 0.3129 Eh
LUMO = -7.873 eV
charge = +1
electronic energy = -6760.9254 eV

Last column: Löwdin charge in e.
Element x y z (Å)
N -2.29 -0.90 0.35  0.288
H 1.07 -2.24 0.49  0.144
H 1.70 -1.40 -1.00  0.153
H 2.26 -0.75 0.30  0.158
H -1.97 1.25 -0.63  0.064
C 0.06 0.97 0.02  -0.038
C 0.17 -0.45 0.08  -0.176
H 1.06 1.51 0.22  0.185
C -1.13 -0.89 0.41  -0.098
H -1.12 2.57 0.03  0.096
C -1.09 1.58 -0.28  0.213
C 1.29 -1.25 0.01  0.012

---

11.
Computed, not measured: the ion C5H6N with charge +1 at a distorted geometry, with ωB97M-V/def2-TZVPD.

Output
HOMO level (alpha / beta) = -15.519 / -15.507 eV
SMILES = CC1=CC=[N+]=C1
energy above the lowest of the compared OMol25 structures with the same formula, charge and spin = 80.57 kcal per mole
frontier orbital gap (alpha / beta) = 0.2695 / 0.2692 Eh
LUMO (alpha / beta) = -8.184 / -8.182 eV
charge = +1
electronic energy = -6761.6838 eV

Last column: Löwdin charge in e.
Element x y z (Å)
C -0.28 -0.07 0.09  -0.080
H 0.08 2.11 0.05  0.131
H 0.52 -2.29 0.06  0.139
H -1.96 -1.19 -0.50  0.124
N 1.85 -0.68 -0.09  0.118
C -1.69 -0.23 -0.07  0.024
H 2.75 1.33 0.02  0.141
C 0.71 -1.24 0.08  0.004
C 0.50 1.12 0.02  0.007
C 1.83 0.79 -0.01  0.115
H -2.14 -0.27 0.94  0.157
H -2.17 0.61 -0.59  0.120

---

12.
Computed, not measured: the ion C5H6N with charge +1 at a distorted geometry, with ωB97M-V/def2-TZVPD.

Output
HOMO level = -14.033 eV
SMILES = C=C=C1[NH2+]C1=C
energy above the lowest of the compared OMol25 structures with the same formula, charge and spin = 115.48 kcal per mole
frontier orbital gap = 0.3436 Eh
LUMO = -4.683 eV
charge = +1
electronic energy = -6760.1698 eV

Last column: Löwdin charge in e.
Element x y z (Å)
C 0.03 -0.15 0.27  -0.212
H 0.45 3.02 -1.04  0.061
H -1.04 2.19 -1.56  0.089
C -0.46 -2.71 -0.11  0.099
C -0.14 2.20 -1.02  0.167
N 0.91 0.58 1.21  0.205
H 0.22 -3.18 -0.81  0.105
H -1.40 -3.02 0.36  0.113
C -0.27 -1.45 -0.01  0.042
C 0.04 1.14 -0.25  0.025
H 0.44 1.03 1.99  0.157
H 1.87 0.28 1.32  0.148

---

13.
Computed, not measured: a structure of composition C5H6N at a distorted geometry, with ωB97M-V/def2-TZVPD.

Output
HOMO level = -15.436 eV
energy above the lowest of the compared OMol25 structures with the same formula, charge and spin = 122.26 kcal per mole
frontier orbital gap = 0.3677 Eh
LUMO = -5.431 eV
charge = +1
electronic energy = -6759.8756 eV

Last column: Löwdin charge in e.
Element x y z (Å)
N -0.10 0.23 0.87  0.035
C 0.58 0.15 -0.45  -0.127
H -0.56 1.90 -1.48  0.155
H 0.73 -1.44 2.32  0.118
H -1.30 0.33 -1.83  0.152
C 1.10 -1.24 0.24  0.118
C 0.64 -0.88 1.44  0.052
H 1.70 -1.75 -0.46  0.111
C -1.26 0.54 0.30  0.092
H 1.44 0.81 -0.53  0.151
H -2.33 0.49 0.66  0.172
C -0.65 0.86 -1.06  -0.030

---

14.
Computed, not measured: the ion C5H6N with charge +1 at a distorted geometry, with ωB97M-V/def2-TZVPD.

Output
HOMO level (alpha / beta) = -14.058 / -13.369 eV
energy above the lowest of the compared OMol25 structures with the same formula, charge and spin = 122.00 kcal per mole
frontier orbital gap (alpha / beta) = 0.2789 / 0.2643 Eh
LUMO (alpha / beta) = -6.469 / -6.177 eV
charge = +1
electronic energy = -6759.8871 eV

Last column: Löwdin charge in e.
Element x y z (Å)
H 2.18 -0.40 2.37  0.133
N 1.15 -0.16 -0.74  0.177
H -0.67 -0.03 2.32  0.071
H -1.29 1.20 -1.99  0.128
C 0.21 -0.10 1.73  0.236
C 2.04 -0.33 0.23  -0.031
H -1.56 -0.56 -2.10  0.128
C 1.49 -0.29 1.54  -0.139
C -1.28 0.26 -1.43  0.019
C -0.02 0.03 -0.85  0.021
H 3.07 -0.48 -0.02  0.137
H -2.04 0.33 -0.64  0.120

---

15.
Computed, not measured: the ion C5H6N with charge +1 at a distorted geometry, with ωB97M-V/def2-TZVPD.

Output
HOMO level = -16.230 eV
SMILES = C[C@@H]1[C@H]2[N+]3=C[C@]123
energy above the lowest of the compared OMol25 structures with the same formula, charge and spin = 152.67 kcal per mole
frontier orbital gap = 0.3545 Eh
LUMO = -6.585 eV
charge = +1
electronic energy = -6758.5571 eV

Last column: Löwdin charge in e.
Element x y z (Å)
H -3.38 1.40 0.13  0.162
C -1.23 0.58 -0.49  0.114
H -0.18 0.16 1.40  0.119
H 2.07 -0.46 0.60  0.121
H 1.59 -0.41 -1.10  0.111
C -2.62 0.65 -0.03  0.118
C 1.31 0.02 -0.09  -0.021
C -1.10 -0.87 -0.39  -0.053
C -0.16 -0.02 0.40  -0.135
H -1.04 -1.74 -0.99  0.174
H 1.68 0.97 -0.28  0.052
N -2.34 -0.53 0.31  0.238

---

16.
Computed, not measured: the ion C5H6N with charge +1 at a distorted geometry, with ωB97M-V/def2-TZVPD.

Output
HOMO level (alpha / beta) = -12.821 / -12.815 eV
energy above the lowest of the compared OMol25 structures with the same formula, charge and spin = 165.83 kcal per mole
frontier orbital gap (alpha / beta) = 0.2444 / 0.2438 Eh
LUMO (alpha / beta) = -6.172 / -6.181 eV
charge = +1
electronic energy = -6757.9864 eV

Last column: Löwdin charge in e.
Element x y z (Å)
H -3.11 0.66 0.42  0.138
H -2.66 -0.92 0.96  0.138
C -1.18 0.14 0.04  0.140
H -2.93 -0.63 -0.80  0.111
C -2.53 -0.21 0.13  -0.025
H 0.06 1.54 -0.45  0.183
C 0.07 0.51 -0.07  -0.062
H 2.26 -1.88 -0.22  0.122
C 2.86 0.33 -0.09  0.165
H 3.52 1.14 -0.26  0.109
N 1.36 0.16 0.39  -0.019
C 2.27 -0.83 -0.07  0.000

---

17.
Computed, not measured: the ion C5H6N with charge +1 at a distorted geometry, with ωB97M-V/def2-TZVPD.

Output
HOMO level (alpha / beta) = -14.070 / -14.071 eV
energy above the lowest of the compared OMol25 structures with the same formula, charge and spin = 192.59 kcal per mole
frontier orbital gap (alpha / beta) = 0.2891 / 0.2893 Eh
LUMO (alpha / beta) = -6.203 / -6.200 eV
charge = +1
electronic energy = -6756.8259 eV

Last column: Löwdin charge in e.
Element x y z (Å)
C 1.67 0.81 0.04  -0.223
C 0.31 1.18 -0.64  0.195
H -2.30 1.12 0.55  0.091
C 2.05 -0.53 -0.09  0.179
H 3.05 -0.93 0.09  0.125
C 0.46 0.60 0.89  0.115
H -2.19 0.46 -0.93  0.120
H 1.33 -1.07 -0.63  0.080
C -1.96 0.27 0.10  0.072
N -0.55 0.43 0.00  -0.048
H 2.42 1.56 0.29  0.165
H -2.46 -0.58 0.52  0.130

---

18.
Computed, not measured: a structure of composition C5H6N at a distorted geometry, with ωB97M-V/def2-TZVPD.

Output
HOMO level (alpha / beta) = -11.191 / -16.264 eV
energy above the lowest of the compared OMol25 structures with the same formula, charge and spin = 123.42 kcal per mole
frontier orbital gap (alpha / beta) = 0.2794 / 0.3344 Eh
LUMO (alpha / beta) = -3.589 / -7.165 eV
multiplicity = 3
charge = +1
electronic energy = -6755.5665 eV

Last column: Löwdin charge in e.
Element x y z (Å)
H -0.99 -1.97 0.21  0.127
C -0.41 1.14 -0.43  0.009
N 1.08 -0.05 0.70  0.200
H 1.54 -0.91 0.98  0.194
H 1.60 0.54 1.31  0.171
C -0.44 0.16 0.76  -0.010
H -0.76 2.19 -0.64  0.189
C -0.48 -0.23 -0.88  -0.114
H 1.48 0.52 -1.51  0.137
C 0.90 0.33 -0.71  -0.035
C -1.27 -0.94 0.13  0.028
H -2.26 -0.79 0.08  0.103